No. 1
{
  "formula": "C46H56BN13O2S5SeV",
  "method": "the ωB97M-V functional and the def2-TZVPD basis",
  "multiplicity": 2,
  "s2": 0.94,
  "homo_lumo_gap_ev": [6.33, 6.17],
  "e_tot_ha": -8010.05115,
  "total_charge": 0,
  "species": ["V", "C", "C", "C", "C", "N", "N", "B", "N", "N", "C", "C", "C", "C", "C", "S", "C", "C", "C", "C", "N", "N", "C", "C", "C", "C", "C", "S", "C", "C", "C", "C", "C", "S", "C", "C", "C", "C", "H", "H", "H", "H", "H", "H", "H", "H", "H", "H", "H", "H", "H", "H", "H", "H", "H", "H", "H", "H", "H", "H", "H", "H", "H", "H", "H", "H", "H", "H", "H", "H", "H", "H", "H", "H", "H", "H", "H", "O", "C", "C", "C", "C", "C", "C", "C", "O", "N", "N", "C", "S", "C", "C", "S", "H", "H", "H", "H", "H", "H", "H", "H", "H", "N", "C", "C", "C", "N", "C", "N", "C", "N", "C", "C", "N", "C", "C", "Se", "H", "H", "H", "H", "H", "H", "H", "H"],
  "positions_angstrom": [[-0.15742, -1.68199, -0.80436], [-2.44502, 2.80196, -1.57839], [-1.74514, 2.41541, -0.32147], [-1.96569, 3.05242, 0.88669], [-1.27392, 2.60609, 2.02519], [-0.42052, 1.61484, 1.97463], [-0.16698, 1.00754, 0.81158], [0.86094, -0.06876, 0.67849], [2.05251, 0.48760, -0.08575], [2.26762, 1.76899, 0.20157], [3.25966, 2.42080, -0.33604], [4.17951, 1.76571, -1.18652], [3.95697, 0.45646, -1.52761], [4.81945, -0.31701, -2.46134], [2.80230, -0.18282, -1.00063], [2.32010, -1.69107, -1.56770], [3.34788, 3.88613, 0.04958], [4.39963, 4.64062, -0.76435], [1.97656, 4.53323, -0.17990], [3.71504, 3.94196, 1.53805], [1.22549, -0.80679, 1.95938], [1.68443, -0.01379, 2.93510], [1.93671, -0.49723, 4.11760], [1.69813, -1.85909, 4.42521], [1.27837, -2.70036, 3.42924], [1.02324, -4.15005, 3.63908], [1.08577, -2.15437, 2.13281], [0.72914, -3.18999, 0.84871], [2.54391, 0.42342, 5.15650], [1.66131, 0.47631, 6.40989], [3.92039, -0.13567, 5.54602], [2.70507, 1.82821, 4.58388], [-0.81839, 1.37183, -0.34380], [-0.47555, 0.50846, -1.77626], [-1.36907, 3.33888, 3.34952], [-1.30940, 2.31685, 4.48606], [-0.16226, 4.28867, 3.38617], [-2.65279, 4.16203, 3.47750], [-3.13767, 3.61810, -1.40060], [-2.98754, 1.94735, -1.98050], [-1.70707, 3.10334, -2.31902], [-2.65794, 3.87287, 0.93663], [5.03030, 2.28813, -1.58599], [5.75429, 0.19782, -2.65488], [4.29378, -0.47804, -3.40164], [5.01595, -1.30348, -2.04630], [4.19606, 4.57107, -1.83065], [5.39768, 4.25818, -0.56487], [4.38571, 5.69239, -0.48689], [1.72971, 4.52237, -1.23949], [1.98179, 5.56554, 0.16188], [1.20933, 3.98672, 0.35923], [4.66842, 3.44313, 1.70774], [2.95005, 3.44028, 2.12241], [3.80059, 4.97312, 1.87401], [1.84743, -2.23898, 5.42336], [1.23473, -4.44465, 4.66180], [1.63720, -4.73368, 2.95610], [-0.01651, -4.37352, 3.40447], [1.54788, -0.50955, 6.85285], [0.67701, 0.86795, 6.17092], [2.12363, 1.12793, 7.14812], [3.83254, -1.14447, 5.94188], [4.36818, 0.49293, 6.31309], [4.58624, -0.15929, 4.68557], [1.73689, 2.20814, 4.28039], [3.35036, 1.80627, 3.71130], [3.13317, 2.49140, 5.33134], [-0.50812, 1.61134, 4.29248], [-2.24554, 1.76388, 4.53493], [-1.14461, 2.80878, 5.44091], [0.75446, 3.73048, 3.23198], [-0.10235, 4.80979, 4.33761], [-0.24325, 5.03392, 2.59710], [-3.53403, 3.54657, 3.31029], [-2.67091, 4.99992, 2.78415], [-2.71718, 4.57413, 4.48111], [-1.27419, -4.69075, -0.78621], [-1.07595, -5.44563, -1.89060], [-1.36923, -6.80513, -1.90882], [-1.16589, -7.55372, -3.05300], [-0.65958, -6.95596, -4.19826], [-0.37215, -5.60747, -4.19720], [-0.57629, -4.83777, -3.05586], [-0.26879, -3.40558, -3.07810], [-0.16137, -2.75185, -1.99340], [-0.09774, -2.82073, -4.23829], [0.14966, -1.49187, -4.16511], [0.51574, -0.89856, -5.21839], [0.74418, 0.83067, -5.20411], [1.58059, 0.88662, -6.83616], [0.90503, -0.13268, -7.71980], [0.85364, -1.70296, -6.78090], [-1.57112, -5.23851, -0.03758], [-1.76509, -7.26291, -1.01273], [-1.41484, -8.60465, -3.05591], [-0.49665, -7.53716, -5.09332], [0.02085, -5.11677, -5.07209], [2.63222, 0.64532, -6.68239], [1.48154, 1.90269, -7.20884], [1.45637, -0.31895, -8.64002], [-0.12143, 0.15446, -7.95624], [-1.48390, -1.37775, 0.42805], [-2.38948, -1.92494, 0.93661], [-3.31097, -2.70892, 1.54645], [-2.84787, -4.00059, 1.81412], [-2.40128, -5.04926, 1.98863], [-4.64148, -2.34751, 1.73767], [-5.73840, -2.03466, 1.88833], [-6.42554, -1.99932, -1.33463], [-5.70804, -1.04341, -2.12575], [-6.24320, 0.11641, -2.61701], [-5.31416, 0.68870, -3.41774], [-4.21075, -0.12231, -3.41433], [-3.02562, 0.06259, -4.20325], [-4.45071, -1.18692, -2.61062], [-3.27224, -2.52770, -2.23477], [-7.25419, -2.41372, -1.91189], [-6.80924, -1.54193, -0.42280], [-5.74242, -2.80235, -1.06657], [-7.22984, 0.43620, -2.35253], [-5.34802, 1.59584, -3.98538], [-3.16529, 0.92271, -4.85483], [-2.84340, -0.83409, -4.79797], [-2.15206, 0.21910, -3.56363]]
}

No. 2
{
  "formula": "C46H56Cl3N6O14S",
  "method": "the ωB97M-V functional and the def2-TZVPD basis",
  "homo_lumo_gap_ev": 8.43,
  "e_tot_ha": -4946.33841,
  "total_charge": 1,
  "species": ["C", "O", "C", "C", "C", "C", "C", "N", "C", "O", "C", "C", "Cl", "C", "C", "Cl", "C", "C", "C", "C", "C", "S", "O", "O", "Cl", "H", "H", "H", "H", "H", "H", "H", "H", "H", "H", "H", "H", "H", "H", "H", "H", "H", "H", "H", "H", "H", "H", "H", "H", "H", "H", "H", "H", "H", "H", "H", "C", "C", "C", "C", "C", "C", "N", "O", "O", "H", "H", "H", "H", "H", "C", "C", "C", "C", "C", "C", "N", "O", "O", "H", "H", "H", "H", "H", "C", "C", "C", "C", "C", "C", "N", "O", "O", "H", "H", "H", "H", "H", "C", "C", "C", "C", "C", "C", "N", "O", "O", "H", "H", "H", "H", "H", "C", "C", "C", "C", "C", "C", "N", "O", "O", "H", "H", "H", "H", "H"],
  "positions_angstrom": [[4.16094, -0.67103, 2.83824], [3.72475, 0.55439, 2.29223], [3.69186, 1.63717, 3.21652], [2.24025, 1.93460, 3.58141], [1.47988, 2.39352, 2.32762], [0.23523, 3.27873, 2.58379], [0.43049, 4.64169, 1.90309], [-0.15362, 4.70227, 0.53861], [-0.17982, 3.40269, -0.21893], [-0.63570, 3.71197, -1.49448], [-1.01384, 2.32690, 0.52289], [-0.47410, 0.94667, 0.05465], [-0.26896, -0.32765, 1.29106], [-1.27365, 0.26254, -1.07431], [-2.77772, 0.15017, -0.81984], [-0.88372, 0.96544, -2.66239], [-1.09557, 2.71468, 2.02845], [-1.87600, 1.73438, 2.93952], [-1.10770, 0.98983, 4.03374], [-1.88910, -0.25127, 4.50123], [-3.01912, 0.04535, 5.48235], [-4.56838, 0.40254, 4.64658], [-4.51952, -0.08447, 3.30622], [-4.89350, 1.77391, 4.86096], [-5.90307, -0.77343, 5.62111], [5.24901, -0.76006, 2.80943], [3.82493, -0.81052, 3.86806], [3.74685, -1.47948, 2.23980], [4.25740, 1.38199, 4.11273], [4.14034, 2.49129, 2.70863], [2.23309, 2.72920, 4.32844], [1.83649, 1.00040, 3.96421], [2.20761, 2.98842, 1.77000], [1.27505, 1.52557, 1.71344], [0.12242, 3.50238, 3.64180], [-0.10632, 5.38678, 2.49085], [1.45993, 4.96847, 1.88818], [0.38369, 5.36857, -0.02427], [-1.10152, 5.07190, 0.59625], [0.85955, 3.10969, -0.34662], [-1.56994, 3.94409, -1.46910], [-2.02405, 2.45336, 0.12750], [0.52554, 1.09865, -0.34705], [-0.86278, -0.74198, -1.11026], [-3.30688, 0.86746, -1.44008], [-3.13030, -0.83116, -1.11098], [-3.01201, 0.34224, 0.22443], [-1.76576, 3.58346, 2.04184], [-2.67605, 2.28740, 3.43192], [-2.38574, 1.02172, 2.29449], [-0.97779, 1.64968, 4.89092], [-0.15939, 0.62584, 3.66241], [-1.18618, -0.89919, 5.02586], [-2.25478, -0.81595, 3.64758], [-3.21168, -0.84276, 6.08212], [-2.80025, 0.85044, 6.17719], [5.34036, 6.29408, -3.84446], [5.20592, 5.28373, -2.89988], [4.32935, 5.44251, -1.84116], [3.59660, 6.61643, -1.75433], [3.71997, 7.63679, -2.68211], [4.60324, 7.46727, -3.73350], [2.64908, 6.77726, -0.65396], [2.56192, 5.86304, 0.16719], [1.97345, 7.77763, -0.59698], [6.02341, 6.16483, -4.67285], [5.78157, 4.37212, -2.99110], [4.21852, 4.66465, -1.10114], [3.14068, 8.54312, -2.58914], [4.71450, 8.25034, -4.46989], [1.46234, -1.44026, -3.25683], [1.97183, -2.45584, -4.05487], [3.07013, -3.18610, -3.62812], [3.62114, -2.89814, -2.39225], [3.11608, -1.90869, -1.57274], [2.03579, -1.17044, -2.02129], [4.80486, -3.64530, -1.94508], [5.30477, -4.42611, -2.72710], [5.23896, -3.40866, -0.83572], [0.63236, -0.82670, -3.58122], [1.53119, -2.66269, -5.02010], [3.49353, -3.96111, -4.24913], [3.57462, -1.69835, -0.61814], [1.64195, -0.37289, -1.40464], [-8.19222, -4.01313, 0.09108], [-7.40139, -3.08913, 0.76280], [-6.75218, -2.08816, 0.05981], [-6.91088, -2.03412, -1.31370], [-7.68743, -2.94735, -2.00332], [-8.33184, -3.94390, -1.28916], [-6.23896, -0.96395, -2.06317], [-5.54640, -0.18349, -1.43268], [-6.40342, -0.91261, -3.26179], [-8.70211, -4.79178, 0.64308], [-7.29315, -3.14525, 1.83718], [-6.13781, -1.36369, 0.57370], [-7.79056, -2.88240, -3.07593], [-8.94411, -4.66822, -1.80720], [7.50880, -1.31597, -2.17895], [7.34823, -0.28108, -1.26672], [6.76394, 0.91049, -1.65963], [6.34172, 1.04234, -2.96931], [6.50085, 0.02963, -3.89843], [7.08885, -1.16003, -3.49389], [5.68424, 2.29460, -3.37827], [5.56053, 3.16995, -2.53987], [5.28875, 2.38093, -4.51989], [7.94829, -2.25053, -1.85717], [7.66960, -0.40810, -0.24241], [6.63110, 1.71856, -0.95648], [6.16364, 0.16056, -4.91567], [7.20792, -1.96887, -4.20135], [-3.16425, -8.42729, 0.39502], [-4.05784, -8.38298, 1.45696], [-5.38683, -8.06234, 1.23415], [-5.79621, -7.79357, -0.05834], [-4.92299, -7.82703, -1.12918], [-3.59579, -8.14659, -0.89459], [-7.21083, -7.47205, -0.30464], [-7.95549, -7.42811, 0.65392], [-7.55170, -7.27059, -1.45149], [-2.12855, -8.68455, 0.57260], [-3.72081, -8.60294, 2.46033], [-6.09135, -8.02683, 2.05125], [-5.27131, -7.61108, -2.12785], [-2.89894, -8.18122, -1.72037]]
}

No. 3
{
  "formula": "C46H56F2N10O6",
  "method": "the ωB97M-V functional and the def2-TZVPD basis",
  "multiplicity": 2,
  "s2": 0.76,
  "homo_lumo_gap_ev": [5.94, 1.98],
  "e_tot_ha": -2984.66443,
  "total_charge": 1,
  "species": ["C", "C", "O", "C", "O", "O", "F", "H", "H", "H", "C", "C", "O", "C", "O", "O", "F", "H", "H", "H", "N", "C", "C", "C", "C", "H", "H", "H", "H", "H", "N", "C", "C", "C", "C", "H", "H", "H", "H", "H", "N", "C", "C", "C", "C", "H", "H", "H", "H", "H", "N", "C", "C", "C", "C", "H", "H", "H", "H", "H", "N", "C", "C", "C", "C", "H", "H", "H", "H", "H", "N", "C", "C", "C", "C", "H", "H", "H", "H", "H", "N", "C", "C", "C", "C", "H", "H", "H", "H", "H", "N", "C", "C", "C", "C", "H", "H", "H", "H", "H", "N", "C", "C", "C", "C", "H", "H", "H", "H", "H", "N", "C", "C", "C", "C", "H", "H", "H", "H", "H"],
  "positions_angstrom": [[-0.59896, -4.13997, 3.01179], [0.30662, -3.62468, 1.93803], [-0.01609, -4.39140, 0.84258], [-0.73413, -5.47295, 1.26850], [-0.91922, -6.45449, 0.52140], [-0.99152, -5.30564, 2.54333], [1.57031, -3.79872, 2.30387], [-1.43631, -3.44231, 2.99665], [-0.12447, -4.12293, 3.99295], [0.13355, -2.55551, 1.81546], [2.43993, 5.65154, 2.87978], [2.75725, 4.13174, 2.85573], [3.34310, 3.99685, 1.56475], [2.73372, 4.91809, 0.79560], [2.79365, 4.98203, -0.44170], [2.00364, 5.71200, 1.62024], [1.55052, 3.51477, 2.93043], [3.25614, 6.35794, 3.03116], [1.68296, 5.86052, 3.63570], [3.35982, 3.77067, 3.68917], [2.38212, 0.82020, -3.07248], [3.16561, 0.15124, -3.96269], [4.16610, 0.93755, -4.50951], [4.09711, 2.07222, -3.76500], [2.96269, 2.01863, -2.99969], [1.67960, 0.48777, -2.42746], [2.94193, -0.89057, -4.13874], [4.84011, 0.56283, -5.26563], [4.66371, 2.97742, -3.92619], [2.54348, 2.82424, -2.41519], [-3.23623, 4.71057, 0.47872], [-2.70452, 5.46262, -0.45139], [-1.35884, 5.71116, -0.03579], [-1.17094, 5.07500, 1.24478], [-2.30717, 4.47218, 1.45422], [-4.18913, 4.37947, 0.52829], [-3.23050, 5.67077, -1.37140], [-0.49722, 6.12515, -0.53841], [-0.27458, 5.05570, 1.84691], [-2.77116, 3.93826, 2.27034], [-0.86539, 1.46780, -0.90891], [-0.45577, 0.23386, -1.43070], [0.53868, -0.37290, -0.70344], [0.70457, 0.50597, 0.39020], [-0.18844, 1.59566, 0.28902], [-1.54222, 2.12489, -1.26979], [-0.91528, -0.01907, -2.37477], [0.96540, -1.36296, -0.76732], [1.36905, 0.18398, 1.17836], [-0.30005, 2.46889, 0.91465], [-0.33575, 3.39788, -4.16497], [-1.65032, 3.45748, -3.79721], [-2.23789, 2.28797, -3.82550], [-1.29998, 1.51396, -4.55762], [-0.05087, 2.15756, -4.63350], [0.37380, 4.11654, -4.17826], [-2.14862, 4.39707, -3.60937], [-3.21480, 1.91118, -3.56079], [-1.48607, 0.47701, -4.79534], [0.93644, 1.83273, -4.92693], [-5.06664, 0.69771, 0.38428], [-4.33734, 1.06658, -0.73843], [-5.00213, 2.10769, -1.45999], [-6.28079, 2.28204, -0.79552], [-6.30999, 1.34096, 0.28228], [-4.85504, -0.02445, 1.05793], [-3.33623, 0.67827, -0.85419], [-4.59809, 2.80563, -2.17834], [-7.16929, 2.78131, -1.15286], [-7.12326, 1.09759, 0.94994], [4.55851, -5.23076, -2.09021], [3.99415, -4.01459, -2.18878], [2.86388, -3.89439, -1.45690], [2.73837, -5.11421, -0.81447], [3.74780, -6.01992, -1.27319], [5.38745, -5.52790, -2.58486], [4.45253, -3.24801, -2.79593], [2.15205, -3.12073, -1.20963], [1.95929, -5.37018, -0.11168], [3.91962, -7.05375, -1.01228], [-3.71227, -2.59523, 0.90449], [-2.58273, -1.89672, 0.71336], [-2.40428, -1.11198, 1.83331], [-3.57879, -1.13995, 2.54156], [-4.36675, -2.09007, 2.00369], [-4.09512, -3.25157, 0.23910], [-2.01826, -2.09744, -0.18524], [-1.60864, -0.38665, 1.91855], [-3.74445, -0.58191, 3.45125], [-5.28014, -2.57266, 2.31869], [-2.56849, -3.83277, -5.20010], [-3.66593, -3.08538, -4.82391], [-3.40325, -2.43047, -3.65351], [-2.06986, -2.69449, -3.29137], [-1.60263, -3.53623, -4.23742], [-2.54365, -4.46168, -5.99001], [-4.48596, -3.03299, -5.52477], [-4.14644, -1.82310, -3.15834], [-1.43260, -2.34209, -2.49380], [-0.63356, -4.01252, -4.21641], [4.53802, 0.96935, 3.63312], [4.99533, -0.35403, 3.90122], [4.65835, -1.27244, 2.93809], [3.91988, -0.54355, 2.06431], [3.79352, 0.76242, 2.45014], [4.60176, 1.78669, 4.22303], [5.61323, -0.45785, 4.78089], [4.74902, -2.34371, 3.04095], [3.41370, -0.99508, 1.22390], [3.20734, 1.52956, 1.96611], [2.09436, -1.26150, 4.52790], [2.09292, -2.17918, 5.48787], [0.82930, -2.52959, 5.84359], [0.04437, -1.49958, 5.32979], [0.82135, -0.76807, 4.45062], [2.89713, -1.02945, 3.96061], [3.04399, -2.69079, 5.49865], [0.44221, -3.28411, 6.51236], [-1.02641, -1.44198, 5.45830], [0.51083, -0.18610, 3.59546]]
}